Formula: C3H8N2OS
Source: the OMol25 dataset
Level of theory: wB97M-V/def2-TZVPD

Atoms and positions in Å:
S: -1.0509 -2.6532 -1.2439
O: 0.5347 3.1622 0.5168
N: 1.3293 1.6663 2.0691
N: 0.0642 0.8318 0.2450
C: -0.2250 -0.6633 0.1669
C: -0.1918 -1.0088 -1.3267
C: 0.5379 2.0071 1.0379
H: -0.5966 -0.2475 -1.9838
H: -1.2824 -0.8149 0.5093
H: 1.9434 2.4506 2.4198
H: 1.4304 0.7567 2.5174
H: -0.1210 -3.3225 -1.9851
H: 0.5583 -1.0833 0.7944
H: 0.9134 -1.2163 -1.7178
H: -0.7908 1.1341 -0.2537

F_max   4.162 eV/Å
E_HOMO   -9.39 eV
Frontier orbital gap   10.028 eV
ΔE to the lowest compared entry with this formula, charge and spin   189.8 kJ/mol
Structure (SMILES)   NC(=O)NCCS
2S+1   1
Net charge   0